No. 1
The following is a DFT calculation (ωB97M-V with the def2-TZVPD basis set) of a structure of composition C3H4N2 in a non-equilibrium geometry.

Structure (XYZ):
```
9
Properties=species:S:1:pos:R:3:nbo_charge:R:1
N 0.312 -1.267 0.643 -0.445
C -0.399 -0.495 -1.205 -0.123
C -0.501 0.748 -0.949 -0.340
C 0.218 0.989 0.841 0.002
N 0.512 -0.153 1.243 -0.169
H 1.117 -1.882 0.862 0.363
H -0.454 -1.460 -1.670 0.243
H -0.815 1.721 -1.322 0.254
H 0.009 1.800 1.557 0.216
```

Computed properties:
E_tot, a.u.: -226.0320
Charge: 0
HOMO level, eV: -8.679
Frontier orbital gap, eV: 9.59
Relative energy (zero: lowest compared OMol25 entry of this formula, charge and spin), kJ/mol: 507.3

No. 2
The following is a DFT calculation (ωB97M-V with the def2-TZVPD basis set) of an isolated molecule of C3H4N2 in a non-equilibrium geometry.

Structure (XYZ):
```
9
Properties=species:S:1:pos:R:3:nbo_charge:R:1
N -0.994 0.707 0.114 -0.396
C 0.454 0.836 -0.017 -0.383
C 0.961 -0.526 0.115 0.064
N -0.030 -1.369 0.169 -0.426
C -1.167 -0.577 0.104 0.150
H -0.029 1.064 -1.024 0.342
H 0.963 1.733 0.335 0.245
H 1.999 -0.855 0.155 0.209
H -2.156 -1.013 0.050 0.195
```

Computed properties:
E_tot, a.u.: -226.1609
Charge: 0
HOMO level, eV: -10.272
SMILES: C1=NC=NC1
Frontier orbital gap, eV: 11.01
Relative energy (zero: lowest compared OMol25 entry of this formula, charge and spin), kJ/mol: 168.9

No. 3
The following is a DFT calculation (ωB97M-V with the def2-TZVPD basis set) of an isolated molecule of C3H4N2 in a non-equilibrium geometry.

Structure (XYZ):
```
9
Properties=species:S:1:pos:R:3:nbo_charge:R:1
C 1.001 -0.693 -0.088 -0.109
C 0.800 0.548 -0.081 -0.103
C -1.195 -0.403 0.005 0.168
H 1.954 -1.298 0.336 0.228
H 1.516 1.416 0.083 0.214
H -0.977 1.629 -0.212 0.400
H -2.243 -0.676 -0.020 0.213
N -0.573 0.775 0.034 -0.535
N -0.282 -1.297 -0.059 -0.475
```

Computed properties:
E_tot, a.u.: -226.1802
Charge: 0
HOMO level, eV: -9.430
SMILES: c1c[nH]cn1
Frontier orbital gap, eV: 10.41
Relative energy (zero: lowest compared OMol25 entry of this formula, charge and spin), kJ/mol: 118.1

No. 4
The following is a DFT calculation (ωB97M-V with the def2-TZVPD basis set) of an isolated molecule of C3H4N2 in a non-equilibrium geometry.

Structure (XYZ):
```
9
Properties=species:S:1:pos:R:3:nbo_charge:R:1
N -0.992 -0.531 -0.003 -0.351
C -0.585 0.736 0.160 -0.017
C 0.822 0.749 0.251 -0.464
C 1.122 -0.630 0.036 -0.039
N 0.045 -1.388 -0.051 -0.248
H -1.929 -0.889 -0.106 0.410
H -1.285 1.560 0.286 0.223
H 0.614 1.502 -0.601 0.276
H 2.098 -1.103 0.020 0.210
```

Computed properties:
E_tot, a.u.: -226.1256
Charge: 0
HOMO level, eV: -9.192
SMILES: c1cn[nH]c1
Frontier orbital gap, eV: 10.11
Relative energy (zero: lowest compared OMol25 entry of this formula, charge and spin), kJ/mol: 261.4

No. 5
The following is a DFT calculation (ωB97M-V with the def2-TZVPD basis set) of an isolated molecule of C3H4N2O in a non-equilibrium geometry.

Structure (XYZ):
```
10
Properties=species:S:1:pos:R:3:nbo_charge:R:1
O 0.365 1.843 -1.209 -0.648
C 0.125 0.671 -0.608 0.434
C 0.940 0.056 0.321 -0.297
N 0.394 -1.250 0.423 -0.533
C -0.898 -0.964 0.162 0.229
N -1.049 -0.020 -0.758 -0.517
H -0.336 2.028 -1.847 0.493
H 1.233 0.426 1.300 0.224
H 0.692 -1.918 1.121 0.401
H -1.468 -0.870 1.096 0.213
```

Computed properties:
E_tot, a.u.: -301.3364
Charge: 0
HOMO level (spin up / spin down), eV: -7.489 / -7.490
SMILES: Oc1c[nH]cn1
Frontier orbital gap (spin up / spin down), eV: 7.52 / 7.52
Relative energy (zero: lowest compared OMol25 entry of this formula, charge and spin), kJ/mol: 396.0

No. 6
The following is a DFT calculation (ωB97M-V with the def2-TZVPD basis set) of an isolated molecule of C3H4N2O in a non-equilibrium geometry.

Structure (XYZ):
```
10
Properties=species:S:1:pos:R:3:nbo_charge:R:1
N -0.793 -1.478 -0.169 -0.617
C 1.107 0.457 -0.037 0.554
C -1.247 -0.338 0.138 0.109
C -0.312 0.775 0.292 -0.225
O 1.964 0.291 -0.996 -0.624
N 0.908 0.593 1.188 -0.393
H 2.867 0.210 -0.650 0.500
H -1.487 -2.219 -0.224 0.346
H -2.309 -0.077 0.242 0.156
H -0.698 1.785 0.218 0.194
```

Computed properties:
E_tot, a.u.: -301.3768
Charge: 0
HOMO level, eV: -9.746
SMILES: [H]/N=C/[C@H]1N=C1O
Frontier orbital gap, eV: 10.30
Relative energy (zero: lowest compared OMol25 entry of this formula, charge and spin), kJ/mol: 289.9

No. 7
The following is a DFT calculation (ωB97M-V with the def2-TZVPD basis set) of an isolated molecule of C3H4N2O in a non-equilibrium geometry.

Structure (XYZ):
```
10
Properties=species:S:1:pos:R:3:nbo_charge:R:1
N 1.945 0.264 -0.414 -0.811
C 0.609 0.051 -0.623 -0.051
C -0.517 0.485 -0.126 0.076
C -1.700 0.199 0.376 -0.279
N -1.783 -0.980 1.197 0.117
O -0.744 -1.585 1.349 -0.328
H 2.613 -0.450 -0.662 0.402
H 2.209 0.844 0.367 0.393
H 0.068 0.143 -1.612 0.263
H -2.614 0.763 0.262 0.217
```

Computed properties:
E_tot, a.u.: -301.2719
Charge: 0
HOMO level (spin up / spin down), eV: -8.643 / -8.644
SMILES: NC=C=CN=O
Frontier orbital gap (spin up / spin down), eV: 8.44 / 8.44
Relative energy (zero: lowest compared OMol25 entry of this formula, charge and spin), kJ/mol: 565.3

No. 8
The following is a DFT calculation (ωB97M-V with the def2-TZVPD basis set) of a structure of composition C3H4N2O.

Structure (XYZ):
```
10
Properties=species:S:1:pos:R:3:nbo_charge:R:1
N 0.744 -0.634 -0.561 -0.573
C 1.162 -0.215 0.616 0.498
O 0.446 0.676 1.202 -0.404
C -0.763 0.929 0.321 -0.343
C -0.677 -0.196 -0.617 0.209
N -1.740 -0.736 -0.964 -0.576
H 1.138 -1.449 -1.015 0.429
H 2.039 -0.600 1.131 0.197
H -0.589 1.932 -0.079 0.191
H -2.027 0.299 0.044 0.372
```

Computed properties:
E_tot, a.u.: -301.2756
Charge: 0
HOMO level, eV: -7.957
Frontier orbital gap, eV: 8.29
Relative energy (zero: lowest compared OMol25 entry of this formula, charge and spin), kJ/mol: 555.5

No. 9
The following is a DFT calculation (ωB97M-V with the def2-TZVPD basis set) of an isolated molecule of C3H4N2O in a non-equilibrium geometry.

Structure (XYZ):
```
10
Properties=species:S:1:pos:R:3:nbo_charge:R:1
C -0.245 -0.879 -0.300 -0.109
C -1.333 0.047 -0.058 -0.333
C -0.693 1.249 0.263 -0.060
H 2.294 -1.282 0.014 0.468
H 0.035 -1.864 -0.583 0.221
H -2.389 -0.202 -0.029 0.233
H -1.299 2.122 0.446 0.208
N 0.840 -0.057 -0.093 0.113
N 0.588 1.163 0.346 -0.251
O 2.204 -0.297 -0.006 -0.491
```

Computed properties:
E_tot, a.u.: -301.3620
Charge: 0
HOMO level, eV: -9.165
SMILES: On1cccn1
Frontier orbital gap, eV: 9.81
Relative energy (zero: lowest compared OMol25 entry of this formula, charge and spin), kJ/mol: 328.9

No. 10
The following is a DFT calculation (ωB97M-V with the def2-TZVPD basis set) of an isolated molecule of C3H4N2O in a non-equilibrium geometry.

Structure (XYZ):
```
10
Properties=species:S:1:pos:R:3:nbo_charge:R:1
C -0.454 -1.192 0.019 0.092
C -1.222 0.139 0.005 0.548
C 1.372 0.109 0.043 0.043
N 0.799 -1.106 0.027 -0.399
N -0.351 1.124 0.135 -0.713
O -2.436 0.163 -0.072 -0.610
H -0.968 -2.135 -0.033 0.209
H 1.880 0.384 0.954 0.216
H 1.832 0.453 -0.873 0.214
H -0.452 2.061 -0.205 0.400
```

Computed properties:
E_tot, a.u.: -301.4036
Charge: 0
HOMO level, eV: -9.307
Frontier orbital gap, eV: 9.75
Relative energy (zero: lowest compared OMol25 entry of this formula, charge and spin), kJ/mol: 219.6